{"formula": "C46H38N9O5STi", "method": "wB97M-V/def2-TZVPD", "species": ["Ti", "O", "C", "N", "C", "C", "C", "C", "C", "C", "N", "C", "O", "C", "C", "C", "C", "C", "N", "C", "C", "C", "C", "C", "N", "H", "H", "H", "H", "H", "H", "H", "H", "H", "H", "H", "H", "C", "C", "N", "O", "C", "C", "N", "O", "H", "H", "H", "H", "H", "H", "H", "N", "C", "C", "C", "C", "C", "C", "N", "C", "C", "C", "C", "N", "C", "C", "H", "H", "H", "H", "H", "H", "H", "H", "H", "O", "S", "C", "C", "C", "C", "C", "C", "C", "C", "C", "C", "C", "C", "H", "H", "H", "H", "H", "H", "H", "H", "H", "H"], "coordinates": [[-0.316896, -0.031243, 0.834656], [1.666435, -3.939672, 0.220711], [1.464884, -2.745837, -0.081335], [1.077790, -1.757788, 0.825284], [1.280464, -2.165811, 2.142931], [2.538822, -2.662739, 2.570627], [2.601147, -3.231525, 3.838910], [1.437198, -3.240752, 4.674957], [0.228940, -2.701258, 4.265137], [0.182304, -2.003104, 3.018751], [-0.803923, -1.175953, 2.603787], [-2.068234, -1.333101, 3.142094], [-2.571560, -2.412479, 3.454901], [-2.838831, -0.106511, 3.617435], [-4.230270, -0.299021, 3.873916], [-4.859053, 0.563860, 4.742387], [-4.055565, 1.500620, 5.436223], [-2.687657, 1.635413, 5.082163], [-2.148621, 0.876054, 4.151356], [1.805597, -2.415129, -1.488353], [2.914870, -3.059385, -2.085050], [3.044795, -2.988638, -3.476652], [2.030623, -2.302226, -4.212913], [0.984476, -1.688935, -3.538917], [0.976720, -1.683994, -2.201438], [3.362289, -2.766740, 1.836756], [3.485988, -3.770798, 4.178124], [1.479713, -3.640220, 5.671048], [-0.696586, -2.781196, 4.791463], [-4.727851, -1.087778, 3.314357], [-5.931742, 0.504702, 4.948458], [-4.488750, 2.182117, 6.160273], [-2.163437, 2.491079, 5.515773], [3.606044, -3.607934, -1.466898], [3.864448, -3.536520, -3.997680], [2.133956, -2.266387, -5.321026], [0.205500, -1.160761, -4.076842], [-2.350718, 3.917490, 1.162748], [-1.469022, 2.694504, 1.157007], [-1.575525, 1.613198, 0.391753], [-2.628446, 1.607331, -0.529678], [-0.406718, 2.576083, 2.051519], [0.093238, 3.535345, 3.071798], [0.177121, 1.368059, 1.974446], [1.151609, 1.058470, 2.740483], [-2.364877, 4.426542, 0.161415], [-2.090574, 4.585106, 1.978123], [-3.408157, 3.606923, 1.331513], [-2.527620, 0.649810, -0.854441], [-0.710989, 3.788417, 3.755148], [0.408117, 4.473771, 2.625955], [0.970763, 3.104981, 3.569675], [5.369116, 3.600789, -2.212260], [5.993670, 4.458912, -3.125441], [7.271573, 4.975887, -3.172380], [7.483750, 6.026444, -4.116121], [6.465675, 6.449888, -4.951115], [5.157717, 5.875534, -4.947196], [4.927223, 4.889598, -3.973798], [3.746404, 4.274688, -3.626322], [4.023795, 3.524293, -2.555044], [3.067729, 2.711858, -1.846203], [3.311322, 2.127873, -0.590688], [2.387295, 1.272012, -0.060719], [1.215447, 1.030581, -0.679235], [0.931488, 1.591120, -1.886828], [1.834058, 2.476899, -2.469143], [5.818770, 3.136069, -1.450185], [8.031669, 4.635875, -2.486415], [8.497683, 6.396495, -4.202155], [6.637483, 7.282387, -5.662731], [4.355061, 6.176312, -5.612527], [4.123817, 2.449526, 0.099235], [2.544339, 0.753586, 0.831719], [0.001387, 1.298534, -2.376445], [1.538583, 3.002501, -3.401131], [-1.770833, -0.978517, -0.105582], [-1.933562, -2.128165, -1.158347], [-3.554082, -1.781155, -1.856891], [-3.661286, -1.987165, -3.238047], [-4.933409, -1.930887, -3.781513], [-6.046010, -1.433727, -3.077271], [-5.865629, -1.106946, -1.712803], [-4.615317, -1.288609, -1.084155], [-2.323994, -3.595317, -0.266783], [-3.029980, -3.561996, 0.919260], [-3.185092, -4.739709, 1.671394], [-2.581720, -5.920924, 1.212324], [-1.901575, -5.899620, 0.004924], [-1.760801, -4.769210, -0.736725], [-2.820964, -2.473130, -3.785070], [-5.119445, -2.344240, -4.793792], [-7.014203, -1.432545, -3.531765], [-6.736928, -0.748163, -1.161815], [-4.436604, -0.867559, -0.080366], [-3.485299, -2.617631, 1.140284], [-3.614379, -4.678466, 2.660450], [-2.687987, -6.790934, 1.790798], [-1.413113, -6.781598, -0.421785], [-1.295023, -4.757892, -1.686447]], "atomic_forces_ev_per_a": [[1.7, -3.4, -0.7], [-0.3, 1.2, -0.6], [0.4, -0.1, 2.3], [0.2, 0.1, -2.3], [0.4, -0.1, 1.3], [-1.1, -0.7, 0.1], [-0.8, 0.1, 0.6], [0.5, 0.2, -0.9], [0.8, 1.0, -1.5], [2.2, -2.2, 0.6], [-2.8, 1.3, -0.5], [1.2, 0.0, -0.3], [0.1, 0.4, 0.0], [-1.3, -1.0, 0.5], [1.0, 0.4, -0.9], [0.4, 0.6, 0.8], [0.4, -0.2, -0.8], [-2.7, 0.6, 0.2], [1.3, 0.1, 0.0], [0.5, -0.1, -1.2], [-0.4, 0.3, -0.9], [-0.6, 0.1, 0.2], [1.0, -0.6, -0.7], [1.8, -0.2, 0.3], [-1.8, 0.2, 0.0], [-0.6, 0.2, 0.6], [-0.1, 0.4, 0.0], [0.2, -0.4, 0.2], [-0.1, 0.0, 0.7], [-0.1, 0.1, 0.4], [0.4, 0.0, -0.1], [0.0, -0.2, 0.0], [0.4, -0.5, -0.2], [0.0, -0.2, 0.0], [-0.7, 0.7, 0.5], [-0.4, 0.0, 1.0], [0.0, 0.1, 0.1], [-1.1, -0.6, -1.1], [-0.6, -0.4, -1.0], [-0.8, 1.0, 0.5], [0.4, -1.7, -0.6], [1.6, -1.1, 0.9], [0.0, 0.3, -0.3], [0.7, 3.5, 2.5], [-0.2, -0.5, -0.9], [0.2, -0.3, 1.0], [0.2, 0.1, -0.2], [0.6, 0.1, -0.1], [-0.6, 1.8, 0.5], [0.0, -0.1, 0.5], [0.1, 0.2, -0.2], [-0.5, 0.0, 0.1], [-0.5, 0.4, -0.9], [-1.3, 0.1, 0.5], [-0.1, 1.1, -1.0], [0.2, -1.8, 1.2], [-1.8, 0.4, -1.2], [1.5, -0.1, 0.9], [0.7, 0.2, -0.1], [0.1, -0.9, 1.3], [1.5, 1.7, -1.5], [-0.9, -0.5, 0.4], [0.9, 1.1, 0.1], [-1.4, 0.4, -1.9], [-0.6, -0.4, -0.3], [1.1, 0.0, 1.4], [-0.7, -0.2, -0.5], [0.0, -0.2, 0.2], [0.2, 0.1, -0.1], [-0.2, 0.3, 0.0], [0.1, -0.7, 0.5], [0.2, 0.1, 0.1], [-0.3, -0.5, -1.0], [0.2, -0.5, 1.5], [0.2, 0.2, 0.3], [0.6, -0.5, 0.7], [-1.1, -1.0, -1.7], [-0.5, 0.8, 0.4], [0.2, 0.8, -0.2], [0.1, -1.5, 0.8], [-1.1, 0.1, -1.2], [1.8, -0.7, 1.3], [0.1, -0.2, -0.6], [-0.3, 0.8, -0.6], [0.2, -0.2, 0.5], [-0.3, -0.6, -0.3], [0.9, 0.5, -0.5], [-0.5, 1.9, -0.4], [0.5, -1.7, -0.3], [-0.5, 1.1, 0.1], [-0.7, 0.7, 0.4], [0.3, 0.6, 0.6], [-0.3, 0.2, -0.2], [0.4, 0.0, 0.0], [-0.2, -0.7, -0.4], [-0.1, 0.1, 0.8], [-0.3, -0.1, -0.1], [0.1, -1.1, 0.6], [-0.3, 0.0, 0.5], [0.8, -0.2, -0.7]], "lowdin_spin": [0.738, 0.002, 0.001, 0.005, 0.004, 0.001, 0.003, 0.001, 0.002, 0.001, 0.005, 0.008, 0.011, 0.001, 0.002, 0.000, 0.003, 0.000, 0.001, 0.000, 0.000, 0.000, 0.000, 0.000, 0.002, 0.000, 0.000, 0.000, 0.000, 0.000, 0.000, 0.000, 0.000, 0.000, 0.000, 0.000, 0.000, 0.010, 0.063, -0.011, -0.007, 0.010, 0.001, 0.044, 0.075, 0.003, 0.000, 0.003, 0.000, 0.001, 0.001, 0.000, 0.000, 0.000, 0.000, 0.001, 0.000, 0.001, 0.000, 0.002, 0.000, 0.005, -0.002, 0.004, -0.002, 0.004, -0.002, 0.000, 0.000, 0.000, 0.000, 0.000, 0.000, 0.001, 0.000, 0.000, 0.002, 0.001, 0.000, 0.000, 0.000, 0.000, 0.000, 0.000, 0.000, 0.000, 0.000, 0.000, 0.000, 0.000, 0.000, 0.000, 0.000, 0.000, 0.000, 0.000, 0.000, 0.000, 0.000, 0.000], "orbital_gap_ev": [5.342, 5.378], "e_homo_ev": [-5.890, -6.064], "de_lowest_kcal_mol": 23.63, "multiplicity": 2}